A single C4H8O2 molecule, computed with ωB97M-V/def2-TZVPD.

## Properties
ΔE to the lowest compared entry with this formula, charge and spin: 43.5 kcal/mol
SMILES string: C[C@@]1(O)C[C@H]1O
LUMO level: 0.83 eV
HOMO energy: -9.36 eV

Structure (ORCA input):
```
! RIJCOSX wB97M-V def2-TZVPD def2/J DEFGRID3
* xyz 0 1
C -1.04477 0.28599 -1.06447
C -0.07968 0.51365 0.07625
O 0.09255 1.84733 0.47571
C 0.07191 -0.53567 1.15870
C 1.17929 -0.29293 0.17014
O 1.57765 -1.24666 -0.76529
H -2.09361 0.40942 -0.76913
H -0.93354 -0.72691 -1.46654
H -0.83173 0.98966 -1.87495
H -0.54162 2.03742 1.17591
H 0.21004 -0.21347 2.18728
H -0.51715 -1.44546 1.05044
H 2.03465 0.28085 0.51477
H 0.87600 -1.90323 -0.86882
*
```